51
Properties=species:S:1:pos:R:3:forces:R:3 method="wB97M-V/def2-TZVPD" de_lowest_kj_mol=12.5 e_homo_ev=-9.112 orbital_gap_ev=8.890
Cs 0.106 -0.045 0.074 -0.2 0.4 0.0
O 2.421 -4.360 3.864 0.1 0.1 0.0
C 1.191 -4.811 3.804 0.0 -0.1 -0.1
O 0.779 -5.698 4.514 0.0 0.0 0.0
C 0.277 -4.168 2.804 -0.1 0.0 0.0
C -1.087 -4.371 2.774 0.0 0.0 0.0
Cl -2.105 -5.288 3.779 0.0 0.0 0.0
N -1.599 -3.624 1.768 0.0 0.0 0.0
N -0.629 -2.942 1.125 0.1 0.0 -0.1
C 0.504 -3.265 1.727 0.1 -0.1 0.1
C 1.809 -2.640 1.229 -0.1 -0.2 0.0
O 2.757 -2.628 2.043 0.0 0.0 0.0
O 1.785 -2.167 0.079 0.1 -0.1 0.0
C -2.946 -3.457 1.345 0.0 0.0 0.0
C -3.728 -4.558 1.031 0.0 0.0 0.0
C -5.024 -4.361 0.575 0.0 0.0 0.0
C -5.525 -3.075 0.419 0.0 0.0 0.0
C -4.730 -1.979 0.724 0.0 0.0 0.0
C -3.440 -2.169 1.196 0.0 0.0 0.0
H 2.592 -3.627 3.173 0.0 0.0 0.0
H -3.323 -5.554 1.139 0.0 0.0 0.0
H -5.642 -5.216 0.336 0.0 0.0 0.0
H -6.539 -2.931 0.070 0.0 0.0 0.0
H -5.118 -0.974 0.614 0.0 0.0 0.0
H -2.810 -1.329 1.457 0.0 0.0 0.0
S 0.129 3.469 -0.999 0.0 0.0 -0.1
C 0.021 2.655 -2.430 0.0 0.0 0.1
N 0.912 1.754 -2.891 0.0 0.1 0.0
C 0.765 1.337 -4.279 0.0 0.0 0.0
C -0.731 1.427 -4.556 0.1 -0.1 -0.1
S -1.294 2.841 -3.568 0.0 0.0 0.0
H 1.814 1.740 -2.437 0.0 0.0 0.0
H 1.128 0.318 -4.405 0.0 0.0 0.0
H 1.329 2.003 -4.938 0.0 0.0 0.0
H -1.246 0.533 -4.209 0.0 0.0 0.0
H -0.939 1.597 -5.609 0.0 0.0 0.0
C -4.330 0.148 -2.966 0.0 0.0 0.0
N -3.827 -1.208 -2.838 -0.1 0.1 0.0
C -4.786 -2.250 -3.149 0.0 0.0 0.0
C -2.600 -1.429 -2.318 0.1 -0.2 0.0
C -2.174 -2.859 -2.081 0.0 0.0 0.0
O -1.831 -0.499 -2.059 -0.1 0.1 0.0
H -4.691 0.321 -3.982 0.0 0.0 0.0
H -3.537 0.852 -2.735 0.0 0.0 0.0
H -5.165 0.305 -2.277 0.0 0.0 0.0
H -5.281 -2.008 -4.091 0.0 0.0 0.0
H -5.549 -2.326 -2.370 0.0 0.0 0.0
H -4.303 -3.215 -3.259 0.0 0.0 0.0
H -2.009 -3.363 -3.036 0.0 0.0 0.0
H -2.921 -3.424 -1.523 0.0 0.0 0.0
H -1.245 -2.851 -1.518 0.0 0.0 0.0

---

230
Properties=species:S:1:pos:R:3:forces:R:3 method="wB97M-V/def2-TZVPD" e_homo_ev=-9.700 orbital_gap_ev=8.154
C -4.677 -2.186 -4.709 -0.5 -1.0 1.5
C -5.257 -1.121 -5.568 0.8 1.0 1.3
C -4.565 0.236 -5.401 0.0 0.3 1.6
O -4.088 0.590 -6.687 -0.2 -0.2 0.0
C -4.281 -0.479 -7.498 0.8 1.6 -3.4
O -3.964 -0.522 -8.677 -0.3 0.0 2.5
O -4.935 -1.422 -6.878 -1.1 -2.0 -1.3
H -4.432 -1.822 -3.711 0.3 0.3 0.0
H -3.829 -2.704 -5.156 0.1 0.2 -0.1
H -5.457 -2.914 -4.487 0.1 -0.4 -0.3
H -6.326 -1.066 -5.358 -0.1 0.1 -0.6
H -3.743 0.178 -4.687 0.4 -0.3 -0.2
H -5.209 0.959 -4.902 -0.2 0.4 -0.8
C 0.887 3.479 -2.710 -0.1 -0.3 -0.6
C 0.995 1.976 -2.947 -1.5 1.9 -1.3
C 2.136 1.513 -3.851 -0.8 1.0 0.1
O 2.896 0.758 -2.944 1.1 -1.0 1.3
C 2.392 0.794 -1.657 0.1 -1.7 0.7
O 2.869 0.159 -0.712 -1.0 2.0 -2.5
O 1.235 1.485 -1.663 1.8 -1.9 1.3
H 1.840 3.807 -2.294 -0.1 0.2 0.1
H 0.083 3.618 -1.988 0.1 0.2 0.1
H 0.655 4.063 -3.601 0.0 -0.2 -0.1
H 0.055 1.537 -3.281 -0.1 0.1 0.0
H 2.720 2.331 -4.273 0.2 0.2 0.4
H 1.749 0.975 -4.717 0.2 -0.6 0.3
C -2.668 4.491 0.049 1.3 -0.5 -0.9
C -3.597 5.089 1.036 0.9 1.0 -1.6
C -5.056 5.099 0.573 0.8 2.6 0.4
O -5.716 4.298 1.486 -0.5 -1.6 1.1
C -4.891 3.961 2.492 0.5 -2.4 2.4
O -5.194 3.250 3.456 0.8 2.3 -2.8
O -3.597 4.413 2.257 -2.0 -1.0 1.0
H -2.510 5.137 -0.815 -0.9 0.2 -0.3
H -2.956 3.496 -0.288 0.1 -0.1 0.1
H -1.628 4.536 0.372 0.0 -0.6 0.7
H -3.211 6.096 1.191 -0.3 0.2 0.3
H -5.240 4.898 -0.483 0.0 -0.5 0.3
H -5.365 6.112 0.829 -0.5 0.2 -0.7
C 7.067 -2.638 2.182 -1.2 0.1 -1.3
C 6.147 -1.375 2.094 3.0 -2.2 0.5
C 4.996 -1.365 1.153 1.0 -0.2 -0.9
O 3.869 -1.242 1.988 -0.7 0.4 1.0
C 4.282 -1.182 3.299 -3.2 -0.9 3.4
O 3.553 -1.200 4.338 2.3 0.6 -4.6
O 5.585 -1.258 3.369 0.3 1.2 0.9
H 6.530 -3.572 2.349 -0.5 0.2 0.4
H 7.854 -2.581 2.934 0.0 0.4 -0.3
H 7.406 -2.768 1.155 0.9 0.0 0.1
H 6.826 -0.586 1.768 -0.1 0.6 1.0
H 5.009 -2.253 0.520 -0.7 -0.2 0.2
H 5.244 -0.521 0.509 -1.3 0.3 -0.1
C -3.260 -3.613 4.130 0.8 -0.9 -0.1
C -2.319 -2.907 5.053 0.8 1.0 -0.5
C -0.978 -2.527 4.350 -0.2 -1.8 1.2
O -0.855 -1.150 4.608 2.7 -0.1 -1.6
C -1.802 -0.718 5.367 -2.2 2.6 1.1
O -1.809 0.372 5.921 -0.2 -2.3 -0.9
O -2.824 -1.616 5.299 -1.0 1.7 1.4
H -2.673 -4.417 3.686 -0.2 -0.5 0.1
H -3.444 -2.970 3.269 -0.4 0.1 0.3
H -4.136 -4.021 4.633 -0.1 0.2 -0.3
H -2.132 -3.298 6.053 -0.1 -0.8 -0.2
H -0.987 -2.871 3.316 0.2 0.8 -0.2
H -0.160 -3.016 4.880 0.2 -0.1 -0.4
C -0.555 -2.618 -3.781 -0.1 -0.7 0.9
C 0.110 -1.968 -4.953 0.1 -0.3 0.0
C -0.408 -2.436 -6.306 -0.2 -2.0 0.3
O -0.707 -1.287 -6.986 -0.6 2.3 -0.8
C -0.680 -0.220 -6.147 0.1 4.6 -3.5
O -0.867 0.972 -6.542 0.4 -4.9 2.0
O -0.225 -0.571 -4.971 -0.2 0.3 1.0
H -1.630 -2.440 -3.771 0.0 0.4 0.0
H -0.125 -2.329 -2.822 -0.2 0.5 0.0
H -0.481 -3.705 -3.733 0.3 -0.2 -0.6
H 1.200 -1.972 -4.933 0.1 -0.3 0.2
H -1.317 -3.034 -6.250 -0.2 -0.1 0.5
H 0.271 -3.065 -6.880 0.4 0.3 0.1
C 0.426 -1.349 1.139 -1.6 1.3 0.4
C -0.979 -0.635 0.835 1.9 0.2 0.8
C -1.039 0.930 0.750 0.8 -1.0 1.1
O -1.822 1.187 -0.394 -0.5 -1.6 -1.5
C -1.807 0.031 -1.212 1.2 1.5 -0.1
O -2.062 0.071 -2.405 0.1 -0.7 2.8
O -1.262 -0.992 -0.471 -1.7 0.1 -3.8
H 0.798 -0.966 2.089 0.2 -0.1 0.1
H 1.150 -1.123 0.356 -0.2 0.2 0.0
H 0.318 -2.431 1.215 -0.3 0.1 0.0
H -1.803 -1.003 1.447 0.1 -0.1 0.4
H -0.059 1.384 0.607 0.1 -0.1 0.0
H -1.486 1.314 1.667 -0.2 0.3 -0.2
C 5.354 -1.345 -2.435 -0.4 -0.4 0.9
C 5.229 -1.259 -3.932 0.5 -0.4 1.5
C 6.105 -0.198 -4.538 -0.6 1.3 -0.3
O 7.042 -0.883 -5.339 0.6 0.5 -0.3
C 6.720 -2.185 -5.387 0.1 0.0 -1.4
O 7.113 -2.978 -6.179 0.8 0.0 -0.1
O 5.808 -2.462 -4.495 -2.3 -0.3 1.5
H 5.014 -0.481 -1.864 0.4 0.6 -0.5
H 6.366 -1.632 -2.149 0.0 0.0 0.1
H 4.620 -2.059 -2.061 0.3 -0.6 -0.1
H 4.156 -1.152 -4.089 0.2 -0.2 -1.0
H 6.590 0.448 -3.805 0.3 -0.3 0.1
H 5.500 0.471 -5.150 0.1 0.0 -0.3
C -2.700 -7.508 7.102 1.2 1.7 1.6
C -1.687 -6.560 6.968 -0.3 -0.4 -0.4
C -1.122 -6.331 5.719 0.5 0.7 0.6
C -1.604 -6.971 4.582 0.1 -0.1 0.3
C -2.622 -7.903 4.752 0.4 0.5 -1.4
C -3.154 -8.125 6.006 -1.3 -1.4 -1.2
N -0.955 -6.698 3.226 1.7 -0.2 1.2
O -0.993 -7.597 2.383 -0.3 1.6 0.9
O -0.244 -5.669 3.174 -1.8 -1.8 -0.5
H -3.098 -7.700 8.087 -0.2 -0.1 0.0
H -1.363 -6.004 7.836 0.3 0.0 0.0
H -0.271 -5.667 5.756 0.0 0.2 -0.7
H -2.994 -8.383 3.859 -0.2 -0.2 0.1
H -3.994 -8.786 6.157 0.0 -0.3 -0.4
C -1.542 -7.506 -2.401 -0.3 -0.5 0.1
C -1.451 -7.400 -1.020 1.0 -1.4 -1.7
C -1.912 -6.289 -0.414 -0.1 1.4 1.8
C -2.519 -5.295 -1.157 -0.6 0.8 0.0
C -2.726 -5.459 -2.509 -0.1 1.0 -0.8
C -2.241 -6.573 -3.129 0.6 -1.0 -0.4
N -3.039 -4.030 -0.525 -1.0 1.2 1.1
O -3.064 -3.941 0.733 0.4 -0.4 -2.9
O -3.500 -3.142 -1.277 1.3 -2.0 1.5
H -1.067 -8.342 -2.892 -0.1 -0.2 -0.1
H -0.886 -8.211 -0.584 -0.1 0.3 0.9
H -1.698 -6.142 0.635 -0.3 0.1 0.1
H -3.135 -4.719 -3.181 -0.4 0.4 0.6
H -2.367 -6.769 -4.184 -0.1 0.4 -0.1
C -3.096 3.606 -3.511 0.1 -0.3 2.6
C -2.558 2.925 -4.543 -0.4 0.3 -2.0
C -2.717 3.470 -5.828 1.0 -0.3 -0.4
C -3.302 4.724 -6.050 -0.4 -1.6 1.7
C -3.822 5.372 -4.907 0.2 0.8 -1.0
C -3.712 4.823 -3.630 -0.2 0.9 -1.5
N -3.414 5.203 -7.440 0.9 1.1 -1.9
O -3.864 6.349 -7.674 0.5 -2.2 1.0
O -2.938 4.470 -8.328 -1.1 1.3 1.7
H -2.982 3.182 -2.525 -0.1 -0.1 0.2
H -2.101 1.958 -4.390 0.1 0.0 -0.2
H -2.245 2.899 -6.614 -0.3 0.1 -0.4
H -4.191 6.376 -5.055 -0.4 0.1 0.1
H -4.058 5.390 -2.778 -0.1 -0.1 0.0
C 2.017 0.477 8.698 1.4 0.4 0.9
C 2.314 1.693 9.361 -0.1 0.1 -1.5
C 2.775 2.795 8.586 -0.4 -1.0 0.4
C 2.999 2.615 7.219 -0.3 0.8 1.1
C 2.820 1.384 6.665 1.0 0.0 -2.2
C 2.418 0.325 7.391 -1.7 -0.8 0.5
N 3.702 3.698 6.473 0.7 0.0 1.6
O 3.325 4.870 6.583 0.6 -1.9 -0.7
O 4.781 3.284 6.038 -1.1 1.3 -0.5
H 1.722 -0.462 9.142 -0.3 0.4 0.8
H 2.223 1.805 10.431 -0.2 0.0 0.0
H 2.981 3.738 9.070 0.1 0.1 -0.1
H 3.048 1.126 5.641 0.3 0.6 -0.3
H 2.270 -0.630 6.908 0.2 0.0 -0.1
C -0.569 7.508 -5.120 0.5 -0.4 -0.5
C -0.782 6.397 -4.324 -0.6 -0.4 0.0
C -0.761 6.504 -2.969 0.5 0.7 2.1
C -0.335 7.696 -2.324 -0.3 -0.4 -1.0
C 0.003 8.797 -3.120 -0.4 -0.7 -1.0
C -0.180 8.685 -4.557 0.1 0.7 2.2
N -0.285 7.804 -0.813 -0.9 0.7 0.6
O -1.164 7.281 -0.103 1.1 0.1 -1.7
O 0.560 8.547 -0.354 -0.1 -0.5 -0.5
H -0.599 7.463 -6.199 -0.3 -0.2 -0.1
H -1.101 5.429 -4.682 0.1 0.0 -0.5
H -1.021 5.639 -2.377 0.0 0.0 0.2
H 0.402 9.687 -2.657 -0.2 0.1 -0.1
H -0.090 9.516 -5.241 0.4 0.4 0.4
C 1.523 -5.012 -1.995 0.1 -1.0 -0.5
C 1.820 -3.894 -1.263 0.7 -0.7 2.5
C 2.209 -4.083 0.110 -0.5 -0.4 -0.5
C 2.230 -5.362 0.727 -0.2 2.8 -2.7
C 1.923 -6.444 -0.127 -0.1 -1.4 2.0
C 1.567 -6.319 -1.434 -0.1 2.6 -1.0
N 2.675 -5.456 2.118 1.5 -1.8 0.9
O 2.631 -6.610 2.570 -0.2 1.5 -0.2
O 3.213 -4.513 2.711 -1.3 -0.9 -1.3
H 1.325 -4.965 -3.056 -0.2 0.3 -0.1
H 1.799 -2.868 -1.598 0.0 -0.1 -0.4
H 2.445 -3.165 0.629 0.2 -0.2 0.5
H 1.901 -7.443 0.280 0.2 0.0 0.3
H 1.266 -7.101 -2.115 0.3 -0.4 0.5
C 4.937 2.136 1.391 -0.4 0.2 -1.4
C 5.997 2.450 0.498 0.0 0.9 2.8
C 7.153 2.842 1.180 1.0 -0.1 -0.4
C 7.302 2.810 2.563 -0.8 -0.3 -1.1
C 6.230 2.472 3.368 1.5 0.2 1.2
C 5.049 2.177 2.774 -0.7 -0.5 -0.9
N 8.608 3.129 3.121 0.1 0.3 2.2
O 9.608 2.998 2.464 0.2 -0.1 -1.0
O 8.637 3.483 4.301 -0.4 -0.2 -0.8
H 3.946 1.909 1.026 -0.1 -0.1 -0.4
H 5.970 2.660 -0.562 -0.5 -0.5 -0.1
H 8.032 3.182 0.653 0.0 0.0 -0.3
H 6.339 2.409 4.441 0.0 0.2 0.0
H 4.183 1.940 3.374 -0.1 0.0 0.1
C -0.371 3.690 4.882 1.0 -0.8 -2.1
C -0.441 4.931 4.252 0.6 -0.5 -0.3
C 0.168 5.162 2.991 0.4 -0.4 -0.3
C 0.833 4.136 2.272 -1.8 -0.3 2.6
C 0.852 2.860 2.914 1.4 0.8 -0.2
C 0.367 2.663 4.201 -1.3 1.2 0.3
N 1.381 4.342 0.918 -0.9 0.4 1.0
O 1.848 3.376 0.366 0.5 -0.6 -0.3
O 1.274 5.446 0.426 0.1 0.0 0.0
H -0.888 3.434 5.795 0.1 0.3 0.2
H -0.926 5.733 4.789 -0.1 0.2 -0.3
H 0.160 6.160 2.580 -0.1 0.1 -0.1
H 1.482 2.104 2.467 -0.2 -0.4 -0.2
H 0.455 1.720 4.719 0.1 -0.2 -0.3
C -5.302 -1.293 2.327 -0.4 0.3 -0.3
C -4.923 0.038 2.222 1.6 0.8 -1.4
C -4.705 0.612 0.949 -0.3 -0.1 0.9
C -5.111 -0.050 -0.204 0.0 0.9 1.0
C -5.601 -1.317 -0.098 -1.0 -1.3 0.7
C -5.684 -1.948 1.169 0.5 0.2 -1.4
N -5.173 0.698 -1.454 0.5 0.7 -2.2
O -4.669 1.836 -1.517 -1.0 -2.0 0.5
O -5.710 0.148 -2.435 0.7 0.7 1.6
H -5.294 -1.806 3.278 -0.2 0.1 0.1
H -4.565 0.670 3.021 -0.3 -0.3 0.5
H -4.215 1.571 0.872 -0.3 0.2 0.0
H -5.996 -1.823 -0.966 0.2 0.0 -0.1
H -5.974 -2.988 1.165 -0.1 0.0 0.2

---

17
Properties=species:S:1:pos:R:3:forces:R:3 method="wB97M-V/def2-TZVPD" de_lowest_kj_mol=637.6 e_homo_ev=-9.247 orbital_gap_ev=9.481
C -1.557 0.520 -0.782 -1.4 1.1 0.9
C 0.195 -1.413 -0.739 -0.7 -0.6 -0.7
C 0.629 1.199 -0.584 0.4 0.0 0.0
C -0.917 -0.811 0.082 1.2 5.2 -3.5
C -0.597 1.751 -1.333 0.1 -4.8 2.8
C 0.535 -0.197 0.198 -1.4 -1.0 -1.3
C 1.161 -0.262 1.584 2.3 2.8 -3.0
H -2.241 0.404 -1.618 0.1 -1.1 -0.6
H -2.359 1.022 -0.161 0.9 -0.2 0.0
H 0.412 -2.502 -0.449 0.2 1.9 -0.5
H 0.038 -1.217 -1.906 0.8 -0.5 2.7
H 1.599 1.225 -1.137 -0.6 0.5 0.4
H 0.591 2.092 0.129 0.4 -0.8 -0.3
H -1.430 -1.233 0.920 -0.2 -0.2 0.2
H 2.080 -0.761 1.788 0.9 -0.5 -0.6
H 0.507 -0.630 2.233 -2.9 -1.3 2.9
H 1.355 0.813 1.773 -0.1 -0.6 0.6